1.
Entry from the OMol25 dataset: a 2-piece molecular cluster, C4H15N2O overall (ωB97M-V/def2-TZVPD).

Gap between HOMO and LUMO (alpha / beta)   3.4 / 10.9 eV
Highest occupied orbital energy (alpha / beta)   -2.5 / -10.2 eV
Energy relative to the best compared isomer or geometry (same formula, charge and spin)   1.4342 eV
Calculated total energy   -9415.7521 eV
Expectation value of S²   0.75
LUMO (alpha / beta)   0.893 / 0.679 eV

ORCA input file:
```
! RIJCOSX wB97M-V def2-TZVPD def2/J DEFGRID3
* xyz 0 2
C -0.3385 -0.1687 -2.5184
C -0.2175 -0.3972 -1.0201
C -1.5627 -0.4692 -0.3268
C -1.5593 -1.1744 1.0358
N -0.3404 -0.8997 1.8009
N 0.5701 0.6867 -0.3593
H -1.1526 0.5243 -2.7482
H 0.5559 0.2081 -2.9905
H -0.6553 -1.1127 -2.9671
H 0.3074 -1.3315 -0.8562
H -2.2949 -1.0268 -0.9335
H -2.0716 0.4789 -0.3679
H -2.4759 -0.8931 1.5551
H -1.6753 -2.2365 0.8360
H -0.5194 -0.6084 2.7535
H 0.2304 -1.7305 1.8907
H 1.4666 0.9273 -0.8153
H 0.0498 1.5763 -0.1848
H 0.7248 0.3727 0.5862
H 2.6813 2.2917 1.9524
H 3.6004 1.8322 0.8562
O 2.6551 1.8951 1.0633
*
```



2.
Entry from the OMol25 dataset: a 13-piece molecular cluster, C22H73N23O13 overall (ωB97M-V/def2-TZVPD).

Gap between HOMO and LUMO (alpha / beta)   7.7 / 2.1 eV
Highest occupied orbital energy (alpha / beta)   -10.4 / -10.4 eV
Calculated total energy   -84880.9541 eV
Expectation value of S²   0.76
LUMO (alpha / beta)   -2.729 / -8.368 eV

ORCA input file:
```
! RIJCOSX wB97M-V def2-TZVPD def2/J DEFGRID3
* xyz 1 2
C 23.7487 26.6566 5.6888
C 23.7838 25.2301 6.1754
C 22.3648 24.6181 6.1201
O 21.3322 25.5562 6.5449
C 20.9702 25.4279 7.9442
N 24.8182 24.4209 5.5682
H 23.5921 26.7393 4.6133
H 24.7140 27.1497 5.8033
H 23.0743 27.3176 6.2331
H 23.9362 25.1849 7.2538
H 22.2415 23.6939 6.6846
H 22.0639 24.2811 5.1281
H 20.5479 26.4033 8.1858
H 21.8633 25.2832 8.5521
H 20.2078 24.7182 8.2654
H 24.7086 24.6582 4.5926
H 24.5198 23.4678 5.4179
C 15.0865 22.0142 4.6377
C 14.3353 23.2898 4.2886
C 12.8184 23.0608 4.3022
O 12.6910 22.4926 3.0341
C 11.4808 21.7554 2.7692
N 14.7850 24.3594 5.2213
H 14.6885 21.1602 4.0897
H 14.9345 21.7566 5.6858
H 16.1620 22.1831 4.5829
H 14.6537 23.6057 3.2951
H 12.2388 23.9503 4.5491
H 12.5762 22.3969 5.1321
H 11.2949 20.9756 3.5077
H 11.3943 21.3540 1.7595
H 10.7132 22.5286 2.8016
H 15.7894 24.3021 5.3099
H 14.7714 25.1945 4.6534
C 15.1052 27.0605 9.8774
C 16.2781 27.3780 8.9032
C 16.7930 26.1600 8.0038
O 17.2270 25.2624 8.9808
C 17.4588 24.0696 8.4215
N 15.7620 28.3958 7.9837
H 14.8512 27.9800 10.4048
H 15.3791 26.3013 10.6100
H 14.2392 26.6825 9.3341
H 17.1302 27.7660 9.4613
H 17.6373 26.4806 7.3935
H 15.9704 25.8135 7.3782
H 17.7552 23.4886 9.2949
H 18.2428 23.9994 7.6675
H 16.4673 23.6581 8.2325
H 14.7636 28.2791 8.0824
H 15.9401 28.1397 7.0231
C 19.6842 16.0633 3.4822
O 20.1574 15.4718 2.5383
N 18.5748 16.6854 3.5816
N 20.1771 15.9538 4.7200
H 18.0843 16.9118 4.4350
H 18.0968 16.8642 2.7100
H 19.6002 16.3450 5.4509
H 20.9739 15.3372 4.7907
C 15.1406 21.0251 9.6055
O 13.9809 20.7242 9.4984
N 15.5116 21.9840 10.4392
N 16.1403 20.4758 8.9959
H 16.5176 21.9758 10.5278
H 14.7846 22.4699 10.9447
H 16.9496 21.0714 8.8932
H 15.9160 19.8664 8.2223
C 23.1659 20.7506 5.0753
O 24.0949 21.5466 5.1629
N 22.5592 20.2681 6.0933
N 22.6808 20.1583 3.9732
H 22.0496 19.4095 6.2459
H 22.7837 20.8053 6.9186
H 21.8085 19.6841 4.1587
H 23.1163 20.1827 3.0622
C 19.7882 20.1028 1.8240
O 19.9405 19.9340 3.0055
N 19.6320 19.1176 1.0039
N 19.7356 21.2539 1.2600
H 19.7455 18.2900 1.5717
H 19.7049 19.2077 0.0006
H 19.3561 21.3109 0.3258
H 20.3516 22.0006 1.5483
C 18.5218 20.8739 5.8400
O 18.0786 21.2047 6.9039
N 18.3457 19.7545 5.2105
N 19.3840 21.6666 5.2568
H 19.0438 19.6490 4.4882
H 17.8788 19.0136 5.7137
H 19.8801 22.3979 5.7457
H 19.9255 21.2446 4.5160
C 20.8789 17.4023 7.8431
O 21.1328 17.9502 6.7843
N 19.7275 17.0184 8.2866
N 21.6993 17.0581 8.6888
H 19.5057 16.4701 9.1053
H 18.9266 17.3461 7.7658
H 21.2486 16.6576 9.4991
H 22.6512 17.3948 8.6653
C 19.7911 20.6053 10.1073
O 20.3379 21.6798 9.9526
N 19.1394 20.0156 9.1801
N 20.0097 19.8559 11.1212
H 18.9300 20.6650 8.4354
H 18.6375 19.1648 9.3905
H 19.5920 18.9370 11.1580
H 20.5405 20.2217 11.8987
C 18.3944 24.9091 3.8981
O 17.3281 25.3188 4.2609
N 18.6011 24.3874 2.7519
N 19.4314 24.7514 4.7146
H 19.5846 24.1850 2.6426
H 17.9957 24.8196 2.0687
H 19.4159 25.2016 5.6186
H 20.2559 24.3025 4.3421
C 16.1561 17.3437 6.3979
O 17.2804 17.0806 6.0230
N 15.7620 17.4866 7.6771
N 15.1708 17.5641 5.6539
H 14.8123 17.8248 7.7374
H 16.4196 17.7178 8.4080
H 15.1117 17.1709 4.7255
H 14.2668 17.7753 6.0517
C 15.5614 19.3322 1.4885
O 14.7247 19.3970 0.6161
N 15.6540 18.2845 2.2893
N 16.4964 20.1324 1.6904
H 14.9488 17.5621 2.3180
H 16.5171 18.2269 2.8108
H 16.4839 20.8132 0.9445
H 17.0859 20.2648 2.4998
*
```



3.
Entry from the OMol25 dataset: a 2-piece molecular cluster, C2H7N2O overall (ωB97M-V/def2-TZVPD).

Gap between HOMO and LUMO   9.7 eV
Highest occupied orbital energy   -14.6 eV
Energy relative to the best compared isomer or geometry (same formula, charge and spin)   0.5749 eV
Calculated total energy   -7208.5699 eV
LUMO   -4.882 eV

ORCA input file:
```
! RIJCOSX wB97M-V def2-TZVPD def2/J DEFGRID3
* xyz 1 1
C 0.5913 2.2954 -1.4848
N -0.3813 2.0308 -0.7163
H 1.1248 1.4746 -1.9498
H 0.7504 3.3003 -1.8544
H -0.4431 1.0481 -0.3650
H -0.9136 2.7690 -0.2652
C 0.2999 -1.4899 0.5010
N -0.3808 -2.4720 1.0771
O -0.0881 -0.3212 0.4854
H 1.2035 -1.7891 -0.0392
H -1.2097 -2.2418 1.6051
H 0.0163 -3.3889 1.2004
*
```



4.
Entry from the OMol25 dataset: C5H11NO in the gas phase (ωB97M-V/def2-TZVPD).

SMILES   C[C@H]1[C@@H](C)N[C@@H]1O
Gap between HOMO and LUMO   9.7 eV
Highest occupied orbital energy   -8.7 eV
Energy relative to the best compared isomer or geometry (same formula, charge and spin)   3.0730 eV
Calculated total energy   -8898.6244 eV
LUMO   1.008 eV

ORCA input file:
```
! RIJCOSX wB97M-V def2-TZVPD def2/J DEFGRID3
* xyz 0 1
C 1.4452 -1.0064 -0.3904
C 0.1952 -0.2224 -0.7522
C -0.8826 -0.0570 0.3388
C -0.9227 -1.0233 1.4962
N -0.5295 1.3060 0.7010
C 0.2723 1.6155 -0.4335
O -0.3218 2.1999 -1.5449
H 1.9960 -0.4640 0.3776
H 1.2484 -2.0194 -0.0050
H 2.1047 -1.1182 -1.2595
H -0.5556 1.4185 -2.0490
H -0.2631 -0.7595 -1.6339
H -1.8736 -0.0262 -0.1342
H -1.2069 -2.0230 1.1584
H 0.0518 -1.0898 1.9905
H -1.6591 -0.6871 2.2310
H -0.0504 1.4154 1.5863
H 1.0284 2.3834 -0.1075
*
```



5.
Entry from the OMol25 dataset: C27H49F2NO2Si2V as an isolated structure (ωB97M-V/def2-TZVPD).

Gap between HOMO and LUMO (alpha / beta)   6.0 / 7.2 eV
Highest occupied orbital energy (alpha / beta)   -6.2 / -7.3 eV
Energy relative to the best compared isomer or geometry (same formula, charge and spin)   0.0000 eV
Calculated total energy   -81255.0897 eV
Expectation value of S²   3.76
LUMO (alpha / beta)   -0.167 / -0.132 eV

ORCA input file:
```
! RIJCOSX wB97M-V def2-TZVPD def2/J DEFGRID3
* xyz 0 4
O 0.7527 1.8546 -0.5397
O 3.3578 0.9698 -0.3500
C 0.6363 2.2241 -1.9216
C -0.4706 3.1867 -2.2553
H 0.4862 1.2575 -2.4250
H 1.6086 2.6406 -2.2403
H -1.4423 2.6934 -2.2723
H -0.2967 3.6029 -3.2482
H -0.5054 4.0299 -1.5644
C 0.6643 2.9268 0.4350
C 1.7871 3.9234 0.2887
H 0.6829 2.4074 1.4048
H -0.3390 3.3769 0.3552
H 2.7339 3.3735 0.2369
H 1.8401 4.6139 1.1406
H 1.6954 4.5304 -0.6234
C 4.1229 0.5400 0.7944
C 4.1686 1.3751 -1.4679
C 4.0295 1.5556 1.9088
H 5.1754 0.3824 0.5043
H 3.6930 -0.4275 1.1047
H 4.4451 2.5251 1.5901
H 4.6038 1.2019 2.7721
H 2.9884 1.6923 2.2230
C 5.0381 2.5874 -1.1986
H 3.4590 1.5956 -2.2859
H 4.8022 0.5236 -1.7749
H 4.4468 3.4492 -0.8604
H 5.5224 2.8696 -2.1430
H 5.8249 2.3485 -0.4640
H 1.2233 0.0908 -0.2258
V -1.2711 -0.5000 0.3033
C 1.1656 -1.0470 0.0117
Si 2.0796 -2.0571 -1.3181
H 1.6999 -1.2014 0.9609
H 0.2501 -1.7005 0.0614
C 2.1355 -1.2318 -3.0008
C 1.1904 -3.7008 -1.6185
C 3.7853 -2.5285 -0.7587
C -1.9948 -0.9276 -1.5531
Si -3.4726 -2.0114 -1.1219
H -1.1617 -1.3565 -2.1467
H -2.2059 0.0881 -1.9553
C -2.9368 -3.8023 -1.2991
C -4.8591 -1.5588 -2.3108
C -4.1868 -1.8383 0.6206
H 4.1158 -3.4151 -1.3169
H 3.7856 -2.7810 0.3047
H 4.5115 -1.7282 -0.9133
H 1.1504 -1.1760 -3.4799
H 2.7850 -1.8151 -3.6706
H 2.5362 -0.2133 -2.9648
H 0.1032 -3.6379 -1.7370
H 1.3812 -4.4047 -0.7998
H 1.5834 -4.1617 -2.5358
H -4.4412 -1.1983 -3.2598
H -5.4988 -0.7659 -1.8972
H -5.4972 -2.4272 -2.5268
H -4.6477 -0.8520 0.7785
H -3.4719 -2.0218 1.4370
H -4.9949 -2.5822 0.7332
H -3.8187 -4.4434 -1.4430
H -2.4052 -4.1527 -0.4025
H -2.2746 -3.9267 -2.1656
F -0.1979 -3.7548 4.5355
C -0.8282 -2.6271 4.0511
C -0.4553 -2.1720 2.7849
C -1.1587 -1.0909 2.2836
C -2.1239 -0.3717 3.0128
C -2.4181 -0.9033 4.2927
F -3.4016 -0.3349 5.0689
C -1.7957 -2.0173 4.8275
C -2.7970 0.7476 2.3664
C -3.8737 1.4720 2.8787
C -4.6085 2.3306 2.0632
C -4.1698 2.5455 0.7597
C -3.0259 1.9082 0.3032
N -2.3462 1.0014 1.0859
H 0.3389 -2.6651 2.2286
H -2.0501 -2.3924 5.8221
H -4.1412 1.3091 3.8989
H -5.4972 2.8361 2.4395
H -4.6935 3.2211 0.0765
H -2.6111 2.1138 -0.6930
*
```



6.
Entry from the OMol25 dataset: a 8-piece molecular cluster, C31H38N8O4 overall (ωB97M-V/def2-TZVPD).

SMILES   [H]/N=C\Cc1cc(CC=O)c2c(c1C[C@@H](C)O)C(=O)C=CC2=O.CC#N.CC#N.CC#N.CC#N.CC#N.CC#N.CC#N
Gap between HOMO and LUMO   8.4 eV
Highest occupied orbital energy   -9.4 eV
Calculated total energy   -52870.5068 eV
LUMO   -0.943 eV

ORCA input file:
```
! RIJCOSX wB97M-V def2-TZVPD def2/J DEFGRID3
* xyz 0 1
C 4.0564 -2.1645 -0.9395
C 4.2308 -0.7178 -1.3680
O 5.5664 -0.4975 -1.7982
C 3.1472 -0.2738 -2.3874
C 2.2503 0.8486 -1.9004
C 2.7902 2.0679 -1.4264
C 4.2648 2.3989 -1.4518
C 4.8166 2.4042 -2.8681
N 6.0283 2.5460 -3.1946
C 1.9486 3.0507 -0.9251
C 0.5584 2.9237 -0.8853
C -0.2545 4.0626 -0.3305
C 0.1490 4.5097 1.0567
O 1.1653 4.2066 1.6214
C 0.0138 1.7448 -1.3984
C 0.8506 0.7254 -1.8958
C 0.1591 -0.5032 -2.4133
O 0.5557 -1.1651 -3.3455
C -1.1047 -0.8552 -1.7257
C -1.8854 0.1113 -1.2533
C -1.4602 1.5182 -1.4344
O -2.2830 2.3873 -1.6219
H 3.0267 -2.3959 -0.6749
H 4.6429 -2.2925 -0.0313
H 4.4698 -2.8555 -1.6621
H 4.0972 -0.1199 -0.4636
H 5.5833 -0.2236 -2.7190
H 3.6024 0.0739 -3.3176
H 2.5872 -1.1575 -2.6512
H 4.4169 3.3918 -1.0350
H 4.8712 1.7089 -0.8719
H 4.1001 2.2480 -3.6749
H 6.6027 2.6552 -2.3549
H 2.3782 3.9727 -0.5641
H -1.3233 3.8861 -0.3268
H -0.1008 4.9290 -0.9822
H -0.5640 5.1873 1.5556
H -1.4128 -1.8866 -1.6323
H -2.8297 -0.0700 -0.7682
C -2.1601 1.8194 2.3694
C -2.5624 0.4703 1.9800
N -2.8663 -0.5764 1.6229
H -2.6413 2.0971 3.3012
H -1.0793 1.8576 2.5015
H -2.4492 2.5236 1.5969
C 5.7027 -5.7928 -3.1612
C 5.4169 -5.3902 -1.7888
N 5.1860 -5.0694 -0.7134
H 6.7453 -6.0916 -3.2485
H 5.0667 -6.6304 -3.4401
H 5.5132 -4.9606 -3.8370
C -0.4287 -1.5550 -6.3806
C -0.6151 -1.4298 -7.8230
N -0.7610 -1.3321 -8.9555
H -0.2986 -2.6011 -6.1127
H 0.4518 -0.9988 -6.0682
H -1.2985 -1.1614 -5.8590
C -5.3922 5.1968 2.7435
C -3.9687 4.8801 2.7386
N -2.8496 4.6294 2.7392
H -5.9094 4.5727 3.4670
H -5.5362 6.2427 3.0067
H -5.8165 5.0152 1.7584
C -1.5488 -3.9215 2.4176
C -0.1163 -4.1962 2.4248
N 1.0090 -4.4174 2.4425
H -2.0550 -4.5959 3.1110
H -1.7306 -2.8929 2.7226
H -1.9496 -4.0672 1.4163
C -1.7381 -6.2359 6.2959
C -2.6924 -5.5951 5.3986
N -3.4412 -5.0873 4.6940
H -0.8715 -5.5920 6.4323
H -2.2057 -6.4172 7.2615
H -1.4136 -7.1839 5.8718
C -8.2386 2.7723 5.6884
C -8.3793 3.3549 4.3579
N -8.4954 3.8054 3.3102
H -7.3200 3.1264 6.1524
H -9.0848 3.0613 6.3080
H -8.2049 1.6874 5.6133
*
```



7.
Entry from the OMol25 dataset: C25H45Br2FMoN6O2P as an isolated structure (ωB97M-V/def2-TZVPD).

Gap between HOMO and LUMO (alpha / beta)   6.0 / 6.6 eV
Highest occupied orbital energy (alpha / beta)   -15.9 / -15.9 eV
Energy relative to the best compared isomer or geometry (same formula, charge and spin)   0.0000 eV
Calculated total energy   -193613.2515 eV
Expectation value of S²   2.15
LUMO (alpha / beta)   -9.907 / -9.247 eV

ORCA input file:
```
! RIJCOSX wB97M-V def2-TZVPD def2/J DEFGRID3
* xyz 3 3
Mo -0.6413 -0.6638 -0.1995
Br 1.1431 -2.3772 1.4288
C 0.9240 -4.3334 1.4499
Br -0.6547 -4.9311 2.3266
H 1.7953 -4.6670 2.0014
H 0.9436 -4.6830 0.4252
C -1.6127 -3.5925 -1.1608
N -0.8997 -2.3956 -1.6764
C 0.4102 -2.8808 -2.1889
C -1.6830 -1.8499 -2.8233
C -1.2659 -0.4297 -3.1071
N -1.5574 0.4402 -1.9284
C -3.0241 0.6944 -1.8858
C -0.9301 1.7713 -2.1416
H -1.6374 -4.3677 -1.9298
H -2.6337 -3.3340 -0.9093
H -1.1094 -3.9831 -0.2806
H 0.2536 -3.7507 -2.8301
H 1.0540 -3.1596 -1.3570
H 0.8955 -2.1084 -2.7735
H -2.7397 -1.8947 -2.5620
H -1.5413 -2.4801 -3.7051
H -1.7872 -0.0384 -3.9842
H -0.1977 -0.3778 -3.3146
H -3.3552 1.0378 -2.8682
H -3.2229 1.4727 -1.1590
H -3.5732 -0.2006 -1.6120
H -1.4104 2.2709 -2.9856
H 0.1253 1.6585 -2.3643
H -1.0537 2.3746 -1.2452
F -6.7751 0.5296 0.3686
C -5.5546 0.1038 0.5873
C -4.6094 1.0030 1.0688
C -3.3267 0.5555 1.2833
C -2.9606 -0.7920 1.0435
C -1.7115 -1.3600 1.5371
C -3.9779 -1.6701 0.5804
C -5.2575 -1.2370 0.3416
H -4.9058 2.0231 1.2735
H -2.5871 1.2431 1.6629
H -1.7150 -2.4415 1.6099
H -1.2584 -0.9004 2.4102
H -3.7674 -2.7282 0.5133
H -6.0460 -1.9077 0.0269
O 1.3118 0.4428 2.2406
C 0.4200 1.2281 1.9391
O -0.4094 1.0818 0.9660
C 0.2367 2.4988 2.7727
N 1.4826 2.6771 3.6104
C 1.0588 2.9559 5.0359
C -0.2194 2.1509 5.1511
C -0.9113 2.3862 3.8038
H 0.1234 3.3590 2.1164
H 2.0990 3.4031 3.2463
H 1.9819 1.7764 3.5482
H 0.8831 4.0269 5.1203
H 1.8605 2.6642 5.7091
H -0.8255 2.4819 5.9910
H 0.0098 1.0944 5.2995
H -1.4834 3.3124 3.8167
H -1.5931 1.5753 3.5544
C 4.6721 -0.1851 -2.3098
N 4.5522 -0.1450 -0.8551
C 4.6444 1.2397 -0.4046
N 3.6349 2.1023 -1.0237
C 3.7630 2.0180 -2.4789
N 3.6623 0.6449 -2.9664
C 2.3341 0.1001 -2.8347
P 1.8135 0.0271 -1.0168
C 3.3644 -0.8071 -0.3689
C 2.2984 1.7827 -0.5700
H 4.5857 -1.2147 -2.6598
H 5.6571 0.1894 -2.5859
H 5.6293 1.6236 -0.6686
H 4.5392 1.2758 0.6814
H 4.7387 2.4117 -2.7614
H 2.9956 2.6339 -2.9515
H 2.3273 -0.9051 -3.2582
H 1.6380 0.7148 -3.4084
H 3.3650 -1.8555 -0.6741
H 3.3414 -0.7701 0.7207
H 2.2734 1.8687 0.5152
H 1.5836 2.4926 -0.9892
*
```